{"formula": "C22H54BrI2O8PSSi", "method": "ωB97M-V/def2-TZVPD", "elements": ["H", "C", "H", "H", "H", "C", "H", "H", "H", "P", "I", "C", "C", "H", "H", "C", "H", "H", "H", "H", "H", "H", "H", "H", "O", "H", "H", "O", "C", "C", "H", "H", "C", "H", "C", "H", "H", "H", "H", "C", "C", "H", "H", "H", "H", "H", "O", "C", "C", "H", "I", "Br", "O", "O", "H", "H", "S", "C", "O", "C", "C", "H", "H", "H", "Si", "H", "H", "H", "H", "H", "H", "H", "C", "C", "C", "H", "H", "H", "H", "C", "C", "O", "H", "H", "O", "H", "H", "C", "H", "H"], "positions_angstrom": [[3.019624, -9.665037, 2.239386], [-4.824136, -3.792762, 3.654652], [-4.564623, 4.700698, -1.151847], [0.461528, 2.737154, -5.933004], [1.605285, -7.689803, 2.347406], [-4.765298, -2.452793, 2.895348], [4.388651, 3.035766, -6.171382], [1.721063, -8.273633, 0.681929], [-1.626786, 5.847425, 2.769235], [-3.037357, 0.633978, 2.280402], [-5.037910, -2.340755, -0.276209], [-1.058127, -2.075247, 2.525083], [2.815798, -6.343532, -0.290384], [-0.074729, 4.915819, 4.688150], [-2.244436, 4.232962, -0.492158], [-2.728129, 3.630664, -1.269937], [-0.368934, 4.821972, 0.982027], [-1.806584, 1.321233, 2.312264], [-4.271151, -1.718774, 3.528796], [1.365045, -4.532784, 2.153967], [1.362218, -2.964369, 2.954033], [0.331319, 6.641078, 4.822333], [3.405501, -5.445570, -0.469560], [-2.581185, 6.410800, -4.205509], [-1.761723, 3.181429, -2.210447], [1.444686, -3.050833, 1.192499], [2.192476, 2.398310, -2.997131], [2.725507, -6.516054, 1.112046], [-3.835624, 4.428987, -1.920682], [-3.963854, -2.582800, 1.568727], [3.967400, -8.260154, 2.754250], [0.050071, 3.816174, -1.421820], [-0.084481, 4.075997, 1.731814], [-3.166359, 2.753274, -0.790984], [-0.609130, 3.995996, -2.280518], [1.593596, 5.415154, 5.061151], [5.954625, -8.265970, -0.126292], [-2.040829, -1.228232, 0.087376], [6.188719, -8.505610, 1.617253], [-0.515613, -3.423697, 2.015497], [-3.163967, 5.540951, -3.905880], [1.967642, 4.654370, 1.733750], [-3.619603, -3.612673, 1.486904], [-5.820226, -4.005849, 4.036585], [-0.072623, 3.730914, -3.191539], [5.248173, -7.113508, 1.028761], [-1.163445, 3.823391, 2.612982], [0.692298, 5.668728, 4.492009], [1.527605, 2.944708, -6.078071], [3.304581, -7.194469, -0.769505], [-6.734257, -1.636994, 2.734863], [-1.287497, -4.870772, 3.097364], [2.158663, 3.237682, -4.844895], [4.319563, -8.968485, 0.839786], [-4.525089, -4.622264, 3.016526], [-0.861975, 5.058716, -2.312330], [-4.465495, 1.566688, 1.326188], [3.804782, 1.585174, -4.131104], [0.979147, 5.775687, 3.110716], [-2.114793, 4.874487, 2.679622], [2.384296, 2.099886, -4.032588], [1.822721, -6.208783, -0.733858], [-4.117885, 5.553622, -4.445414], [-0.868483, -3.626179, 1.004766], [-2.478436, -1.418904, 1.482200], [4.793008, 1.680306, -7.248597], [-1.368628, -2.157548, 3.568910], [4.504635, 2.373281, -3.831671], [1.990099, 2.088243, -6.574006], [-2.618497, 4.633359, -4.176315], [-2.730028, 4.695793, 3.559639], [1.469165, 3.765179, 3.182996], [3.430985, -8.706587, 1.909710], [4.831386, 2.038223, -6.221178], [5.484301, -8.165279, 0.850356], [0.141469, 3.142097, 1.205033], [1.631316, 3.824808, -6.710416], [-4.346340, 3.810975, -2.667303], [-0.246750, -1.339464, 2.512800], [2.284395, -7.808413, 1.497762], [1.160989, 4.532074, 2.462862], [-3.368952, 5.631972, -2.510313], [-4.152390, -3.775069, 4.513983], [-3.272426, 0.413505, 3.654933], [4.118606, 1.109390, -5.426488], [1.680039, 1.301235, -4.289923], [5.879539, 2.099229, -5.908155], [1.002768, -3.509663, 2.079363], [3.920421, 0.748083, -3.436123], [-2.760913, 4.871685, 1.796547]], "forces_ev_per_a": [[0.0, 0.0, 0.0], [-0.1, 0.0, 0.2], [0.0, 0.0, 0.0], [0.0, 0.0, 0.0], [0.0, 0.0, 0.0], [0.2, -0.4, -0.1], [0.0, 0.0, 0.0], [0.0, 0.0, 0.0], [0.0, 0.0, 0.0], [-0.2, 0.1, -0.3], [0.1, -0.1, -0.2], [0.0, 0.1, -0.1], [0.0, 0.0, 0.0], [0.0, 0.0, 0.0], [0.0, 0.0, 0.0], [0.1, 0.0, 0.0], [0.0, 0.0, 0.0], [0.0, -0.1, 0.2], [0.0, 0.0, 0.0], [0.0, 0.0, -0.2], [0.0, -0.1, 0.0], [0.0, 0.0, 0.0], [0.0, 0.0, 0.0], [0.0, 0.0, 0.0], [0.0, 0.0, 0.0], [-0.1, 0.1, 0.0], [0.0, 0.0, 0.0], [0.0, 0.0, 0.0], [-0.1, 0.0, 0.0], [-0.2, 0.3, 0.0], [0.0, 0.0, 0.0], [0.0, 0.0, 0.0], [0.0, 0.0, -0.1], [0.0, 0.0, 0.0], [0.0, 0.0, 0.0], [0.0, 0.0, 0.0], [0.0, 0.0, 0.0], [0.1, 0.0, 0.0], [0.0, 0.0, 0.0], [0.1, 0.2, 0.1], [0.0, 0.0, 0.0], [0.0, 0.0, 0.0], [0.1, 0.1, 0.0], [0.0, 0.0, 0.0], [0.0, 0.0, 0.0], [0.0, 0.0, 0.0], [0.0, -0.1, 0.1], [0.0, 0.0, 0.0], [0.0, 0.0, 0.0], [0.0, 0.0, 0.0], [-0.2, 0.2, 0.2], [-0.1, -0.1, -0.1], [0.1, 0.0, 0.0], [0.0, 0.0, -0.1], [0.0, 0.0, 0.0], [0.0, 0.0, 0.0], [0.0, 0.0, 0.1], [0.1, 0.0, 0.0], [-0.1, 0.0, 0.0], [0.0, 0.0, 0.0], [-0.1, 0.0, 0.1], [0.0, 0.0, 0.0], [0.0, 0.0, 0.0], [0.0, -0.2, 0.0], [0.0, -0.2, 0.1], [0.0, 0.0, 0.0], [0.1, 0.0, 0.0], [0.0, 0.0, 0.0], [0.0, 0.0, 0.0], [0.0, 0.0, 0.0], [0.0, 0.0, 0.0], [0.0, 0.0, 0.0], [0.0, 0.0, 0.0], [0.0, 0.0, 0.0], [0.0, 0.0, 0.0], [0.0, 0.0, 0.0], [0.0, 0.0, 0.0], [0.0, 0.0, 0.0], [0.0, 0.0, -0.1], [-0.1, 0.0, 0.0], [0.1, 0.0, 0.0], [0.1, 0.0, 0.0], [0.1, 0.0, -0.1], [0.1, 0.1, 0.1], [-0.1, 0.0, 0.0], [0.0, 0.0, 0.0], [0.0, 0.0, 0.0], [0.1, 0.0, 0.2], [0.0, 0.0, 0.0], [0.0, 0.0, 0.0]], "lowdin_charge": [0.126, -0.184, 0.127, 0.088, 0.124, -0.888, 0.083, 0.128, 0.088, 0.199, 0.762, -0.375, -0.108, 0.082, 0.106, -0.210, 0.118, -0.067, 0.012, 0.044, 0.082, 0.090, 0.090, 0.089, -0.183, 0.088, 0.118, -0.210, -0.196, -0.919, 0.127, 0.076, -0.218, 0.055, -0.103, 0.088, 0.090, -0.010, 0.089, -0.781, -0.115, 0.126, -0.001, 0.036, 0.077, 0.083, -0.225, -0.109, -0.107, 0.085, 0.799, 0.704, -0.200, -0.189, 0.056, 0.090, 0.067, -0.208, -0.185, -0.097, -0.214, 0.089, 0.088, 0.071, 0.404, 0.089, 0.064, 0.127, 0.084, 0.082, 0.093, 0.127, -0.207, -0.111, -0.111, 0.121, 0.090, 0.129, 0.075, -0.202, -0.205, -0.189, 0.069, -0.051, -0.189, 0.130, 0.088, -0.147, 0.125, 0.077], "total_energy_ev": -154310.3053, "total_charge": 0}


{"formula": "C22H54N4O12P3S", "method": "ωB97M-V/def2-TZVPD", "elements": ["C", "N", "H", "H", "H", "C", "H", "H", "H", "H", "H", "H", "O", "C", "H", "O", "H", "C", "H", "H", "P", "H", "O", "H", "C", "O", "C", "P", "O", "H", "H", "H", "H", "H", "C", "O", "C", "H", "H", "O", "H", "H", "N", "C", "C", "C", "C", "H", "C", "H", "H", "C", "H", "S", "H", "C", "H", "H", "O", "H", "C", "C", "H", "H", "O", "H", "H", "O", "C", "C", "H", "H", "H", "H", "H", "N", "O", "H", "C", "H", "H", "H", "H", "H", "H", "H", "P", "O", "N", "C", "C", "H", "H", "H", "H", "H"], "positions_angstrom": [[-1.389820, -2.458401, -0.760218], [0.826310, -5.110872, -0.983260], [-0.271277, 7.243053, -4.312700], [2.038179, -8.182027, 3.859181], [-0.356388, -6.249082, 4.550503], [0.361565, 5.233110, -3.818657], [-3.890677, 1.867167, -3.019822], [1.518685, -1.860665, 4.746883], [4.379915, 1.463778, -0.069365], [-1.481251, 1.822610, -2.212073], [-2.818692, -1.855496, -4.923550], [2.848680, 1.298216, -1.476083], [0.978889, 5.507662, -2.574040], [-2.528456, 0.348494, -2.836343], [-1.303134, -5.706645, 3.193955], [-0.031193, 8.473213, -2.272204], [3.122792, 2.752603, 2.324549], [2.361322, 0.517103, -0.899451], [2.388883, -5.196580, 3.290025], [-1.050627, 6.057693, -1.446662], [-3.592188, -1.093279, -0.146344], [-3.898276, -0.801065, 3.701083], [1.795983, -6.830786, 5.423408], [0.288031, -0.623056, 0.272174], [3.715961, 1.391603, 0.788517], [0.608179, -6.101049, 2.718961], [1.101821, -7.874884, 6.075990], [-2.993527, -0.464307, 1.836346], [2.523052, 0.685511, 0.472652], [-0.850402, 9.724596, -3.730998], [0.591674, -8.536422, 5.369585], [-1.080170, 5.961879, -5.172964], [0.193351, 3.726050, -1.831565], [-2.082309, 8.822298, -2.256778], [-0.171479, -4.144884, 4.045922], [-4.124769, -1.022922, 2.781778], [1.038860, 4.412508, -1.685776], [-1.941297, 0.875084, -0.420313], [-2.706132, 6.595544, -1.567080], [1.044950, -3.872959, 4.717274], [2.486562, -6.521564, 2.163780], [2.837318, -2.982738, 4.367872], [-2.557938, -1.046694, -2.603561], [-0.322818, -5.607580, 3.669763], [2.342232, -7.175889, 4.164061], [-1.296217, 0.206941, -0.976002], [-1.711900, 6.722771, -2.005575], [-0.079215, 4.228832, -3.829353], [0.057170, -2.741823, -1.260456], [4.079852, 3.557404, 1.048878], [-1.337336, 8.368683, -0.716275], [0.245822, -4.141782, -1.893805], [0.017563, 1.097144, 0.432374], [-0.160542, -1.373277, -4.577547], [-2.024891, -3.259071, -1.141477], [0.047512, 9.604136, -3.117943], [-0.986991, -3.885193, 4.732759], [1.707248, -4.773283, -0.625185], [2.093211, 3.190307, 0.641364], [1.787658, -8.465676, 6.690940], [3.320924, 2.817256, 1.256945], [0.066659, 0.281623, -0.284457], [2.801997, -0.432574, -1.228009], [0.961325, -4.039689, -2.706720], [1.001053, 0.528633, -1.305284], [0.988873, 4.794971, -0.670692], [0.349946, -7.427371, 6.726479], [-1.848243, 6.289724, -3.351423], [-1.329221, 8.175390, -1.796402], [1.982143, -6.184838, 3.074041], [0.189024, -5.327201, -0.227377], [-3.913892, 0.634210, -4.243737], [0.703664, -2.724067, -0.388262], [3.434448, -7.173207, 4.266670], [-4.309874, 0.028018, -0.633275], [-1.367841, 0.815867, -2.368987], [-1.680540, -0.962817, 2.267757], [-2.083737, 1.354384, 2.294879], [-2.003431, -1.156644, -1.235341], [-1.901257, -3.339890, -3.515430], [0.399839, -1.930457, -1.895490], [4.272383, 0.863224, 1.554006], [0.899121, 9.469773, -3.784998], [-0.278550, -3.528805, 3.146114], [1.399434, 2.809252, 1.190953], [1.142964, 5.268855, -4.587517], [-1.863700, -1.991844, -3.898850], [-2.985443, 1.140843, 1.997784], [-3.500131, 1.019902, -3.404441], [1.776939, -2.778462, 4.209127], [-0.700959, 6.249238, -4.188427], [-0.678809, -4.531837, -2.308651], [0.205752, 10.512679, -2.529145], [-1.436002, -2.555857, 0.318663], [1.979322, 3.871915, -1.803373], [1.616501, -2.636236, 3.135717]], "forces_ev_per_a": [[1.0, -0.6, -1.4], [-0.6, -0.4, -0.3], [0.1, 0.0, 0.2], [-0.1, 0.0, 0.0], [0.2, 0.1, 0.1], [0.3, 0.2, 0.0], [0.6, 0.4, -0.4], [0.0, 0.1, -0.1], [0.0, -0.1, -0.3], [1.0, 0.2, -0.7], [-0.4, -0.2, 0.5], [0.0, 0.3, 0.1], [-0.5, -0.3, 0.0], [1.5, -1.7, 0.0], [0.0, 0.0, -0.1], [-0.2, -0.1, -0.3], [0.4, 0.3, 0.3], [0.1, -0.4, -0.7], [-0.1, 0.0, 0.2], [0.2, 0.1, -0.1], [-1.3, -1.4, -0.5], [-0.2, -0.2, 0.0], [-0.3, -0.1, -0.2], [-0.1, -0.2, 0.1], [0.1, 0.9, -0.1], [-0.1, 0.0, -0.2], [0.1, 0.0, 0.1], [0.9, 0.3, 1.0], [0.3, -0.3, 0.0], [0.0, 0.0, 0.0], [0.0, 0.0, 0.0], [-0.1, 0.0, 0.0], [0.0, -0.1, 0.0], [0.0, 0.0, -0.1], [0.0, 0.0, 0.3], [-0.7, 0.4, -0.3], [0.1, 0.4, -0.1], [-0.2, -0.2, 0.3], [0.0, 0.1, -0.1], [0.1, 0.0, -0.4], [-0.1, -0.1, 0.0], [0.0, 0.0, 0.1], [-0.3, -0.6, -0.7], [-0.1, -0.1, 0.2], [0.1, 0.1, 0.1], [1.0, -0.3, -0.6], [0.0, -0.2, 0.2], [0.0, 0.0, 0.1], [-0.5, -0.1, 0.4], [0.1, 0.1, -0.1], [-0.2, 0.0, 0.0], [1.0, 0.6, 0.3], [0.2, 0.2, 0.1], [-0.4, -0.2, 0.3], [-0.3, -0.1, 0.1], [0.1, 0.1, 0.1], [-0.2, 0.0, -0.2], [0.0, -0.1, 0.2], [0.1, 0.4, 0.1], [-0.1, -0.1, 0.0], [-0.8, -1.1, 0.4], [0.1, -0.1, -0.8], [-0.1, -0.2, 0.2], [-0.1, 0.0, -0.3], [0.2, 0.2, 0.5], [0.1, 0.1, 0.0], [0.1, 0.0, 0.0], [-0.1, -0.2, 0.0], [0.2, 0.0, 0.2], [0.2, 0.1, -0.1], [0.3, -0.1, 0.3], [-0.6, -0.1, 0.4], [0.2, 0.1, 0.1], [0.0, -0.1, -0.2], [0.5, 0.2, 0.1], [-2.2, 2.0, 2.3], [0.8, -0.3, -0.7], [-0.3, 0.1, 0.1], [-1.2, 1.0, 2.5], [-0.5, 0.3, 0.4], [0.0, 0.0, -0.3], [-0.1, -0.1, 0.2], [0.0, 0.0, 0.1], [0.1, 0.1, 0.0], [0.1, 0.1, -0.2], [-0.1, -0.1, -0.2], [1.3, 0.5, -1.4], [-0.1, -0.1, -0.3], [-0.2, 0.0, -0.9], [0.1, -0.1, 0.3], [0.0, 0.2, -0.2], [-0.2, -0.2, 0.0], [-0.1, 0.1, -0.1], [-0.1, 0.4, 0.2], [-0.1, -0.2, 0.0], [-0.1, 0.0, 0.0]], "lowdin_charge": [-0.213, 0.010, 0.111, 0.124, 0.110, -0.193, 0.150, 0.087, 0.120, 0.162, -0.015, 0.133, -0.177, -0.451, 0.127, -0.193, 0.118, -0.219, 0.106, 0.105, 0.958, 0.106, -0.194, 0.119, -0.153, -0.129, -0.109, 0.233, -0.114, 0.088, 0.088, 0.129, 0.070, 0.124, -0.193, -0.146, -0.115, 0.097, 0.125, -0.188, 0.127, 0.088, -0.212, -0.179, -0.193, -0.203, -0.185, 0.112, -0.192, 0.124, 0.129, -0.294, 0.117, 0.246, 0.102, -0.106, 0.128, 0.070, -0.085, 0.089, -0.173, -0.153, 0.144, 0.106, -0.102, 0.079, 0.088, -0.125, -0.196, -0.181, 0.066, 0.144, 0.104, 0.129, -0.058, 0.207, -0.305, 0.083, -0.575, -0.002, 0.050, 0.126, 0.089, 0.105, 0.087, 0.131, 0.425, -0.173, 0.261, -0.109, -0.178, 0.084, 0.090, 0.090, 0.085, 0.079], "total_energy_ev": -92910.8097, "total_charge": 1}